(1)
A 2-piece molecular cluster, C9H14S overall at a distorted geometry. Source: the OMol25 dataset; level of theory: ωB97M-V with the def2-TZVPD basis set.

The geometry in XYZ format:
```
24
Properties=species:S:1:pos:R:3:lowdin_spin:R:1
C -0.07 1.78 -1.61 0.0848
C -2.10 2.18 0.18 0.0669
S -0.41 2.62 -0.13 0.6419
H -0.43 0.75 -1.69 0.0163
H -0.55 2.29 -2.47 0.0319
H 1.00 1.82 -1.81 0.0002
H -2.64 3.07 0.48 0.0098
H -2.12 1.39 0.93 0.0223
H -2.54 1.80 -0.74 0.0019
C 0.72 -0.76 2.62 0.0037
C -0.51 -1.83 -0.80 0.0175
C -0.48 -1.59 0.56 0.0065
C 0.59 -1.55 -1.60 0.0390
C 0.66 -1.04 1.15 0.0356
C 1.76 -1.06 -1.01 0.0019
C 1.75 -0.70 0.32 0.0166
H -1.41 -2.24 -1.23 0.0001
H -1.23 -2.03 1.21 -0.0001
H 0.57 -1.79 -2.65 0.0009
H 2.64 -0.93 -1.65 -0.0004
H -0.09 -0.11 2.98 0.0014
H 1.62 -0.23 2.91 0.0000
H 2.52 -0.15 0.83 -0.0004
H 0.75 -1.68 3.21 0.0016
```

Calculated values
DFT total energy: -749.20334 Eh
Spin multiplicity: 2
Net charge: +1
Kohn-Sham gap (alpha / beta): 9.828 / 4.382 eV

(2)
One molecule with the formula C9H14Si at a distorted geometry. Source: the OMol25 dataset; level of theory: ωB97M-V with the def2-TZVPD basis set.

The geometry in XYZ format:
```
24
Properties=species:S:1:pos:R:3:nbo_charge:R:1
C -2.66 0.80 0.54 -0.1861
C -2.84 0.09 -0.58 -0.1964
C -1.52 -1.21 0.72 -0.3795
C -1.35 0.24 1.19 -0.2564
C -1.69 -0.81 -0.71 -0.3258
C -0.21 0.80 0.23 -0.5989
C -0.52 0.08 -0.99 -0.1465
C 2.31 -1.24 -0.57 -1.1381
C 2.89 1.48 0.34 -1.1384
Si 1.63 0.09 0.56 1.1928
H -3.33 1.52 0.97 0.2134
H -3.51 0.24 -1.39 0.2142
H -0.71 -1.94 1.02 0.2099
H -2.46 -1.60 0.94 0.2172
H -1.49 0.37 2.24 0.2302
H -1.85 -1.58 -1.53 0.2180
H 0.00 1.85 0.26 0.2579
H -0.18 0.35 -1.94 0.2047
H 3.28 -1.52 -0.11 0.2382
H 1.86 -2.18 -0.56 0.2403
H 2.70 -0.88 -1.51 0.2305
H 2.86 2.34 1.02 0.2401
H 3.91 0.98 0.54 0.2366
H 2.89 1.74 -0.67 0.2223
```

Calculated values
DFT total energy: -640.65627 Eh
Kohn-Sham gap (alpha / beta): 6.553 / 7.314 eV

(3)
A 5-piece molecular cluster, C9H15F2N3O12 overall at a distorted geometry. Source: the OMol25 dataset; level of theory: ωB97M-V with the def2-TZVPD basis set.

The geometry in XYZ format:
```
41
Properties=species:S:1:pos:R:3:nbo_charge:R:1
C 3.01 0.19 1.06 -0.1309
C 2.75 -0.05 -0.46 0.4382
O 2.10 -1.26 -0.38 -0.5207
C 1.79 -1.69 0.93 0.9887
O 1.26 -2.72 1.25 -0.5524
O 2.15 -0.66 1.69 -0.4900
F 3.91 -0.27 -1.12 -0.3223
H 2.79 1.21 1.38 0.1979
H 4.02 0.04 1.44 0.2162
H 2.01 0.51 -1.02 0.1787
C -0.25 3.90 -1.54 -0.1343
C 1.15 4.46 -1.26 0.4354
O 1.70 4.56 -2.55 -0.4765
C 0.84 4.37 -3.52 0.9641
O 1.12 4.19 -4.74 -0.5604
O -0.36 3.96 -2.97 -0.4780
F 1.85 3.42 -0.73 -0.3492
H -1.03 4.39 -0.95 0.2059
H -0.14 2.84 -1.34 0.2165
H 1.26 5.34 -0.63 0.1771
C -1.23 -2.29 -1.70 -0.4856
N -0.91 -1.39 -2.81 0.5234
O -1.24 -0.20 -2.70 -0.3842
O -0.24 -1.93 -3.69 -0.3669
H -2.24 -1.95 -1.47 0.2310
H -0.47 -2.14 -0.93 0.2409
H -1.23 -3.36 -1.91 0.2401
C -2.19 -3.67 2.45 -0.4986
N -1.95 -5.17 2.34 0.5351
O -1.38 -5.67 3.29 -0.3751
O -2.39 -5.75 1.36 -0.3787
H -1.28 -3.09 2.28 0.2511
H -2.34 -3.48 3.51 0.2318
H -3.09 -3.43 1.88 0.2319
C -1.05 1.52 2.08 -0.4789
N -1.85 0.31 1.80 0.5110
O -1.94 -0.01 0.60 -0.3745
O -2.28 -0.39 2.74 -0.3680
H -1.27 1.82 3.11 0.2405
H -1.36 2.26 1.35 0.2311
H 0.00 1.30 1.89 0.2389
```

Calculated values
DFT total energy: -1618.49363 Eh
Kohn-Sham gap: 10.074 eV

(4)
C9H15F2N3O12 as an isolated structure at a distorted geometry. Source: the OMol25 dataset; level of theory: ωB97M-V with the def2-TZVPD basis set.

The geometry in XYZ format:
```
41
Properties=species:S:1:pos:R:3:nbo_charge:R:1
C -13.84 6.59 -3.16 -0.6084
N -13.55 5.12 -3.39 0.5627
O -13.89 4.32 -2.55 -0.3373
O -12.78 4.90 -4.32 -0.4596
H -13.82 7.06 -4.14 0.2647
H -13.18 7.18 -2.52 0.2118
H -14.79 6.65 -2.64 0.2752
C -14.26 8.81 -0.69 -0.5327
N -15.55 8.18 -1.13 0.5404
O -15.59 7.08 -1.69 -0.4116
O -16.51 8.85 -0.86 -0.3252
H -13.97 9.47 -1.50 0.2955
H -13.64 7.94 -0.46 0.2111
H -14.52 9.35 0.22 0.2433
C -17.96 12.82 -1.79 -0.5714
N -18.95 11.75 -2.16 0.5234
O -20.11 12.09 -2.44 -0.3784
O -18.50 10.61 -2.34 -0.3988
H -17.87 13.53 -2.62 0.2139
H -17.00 12.32 -1.85 0.2939
H -18.25 13.21 -0.81 0.2184
C -12.94 5.75 -6.11 -0.1211
C -12.55 6.15 -7.50 0.4501
O -13.47 7.22 -7.75 -0.4889
C -14.03 7.72 -6.64 1.0446
O -14.85 8.64 -6.50 -0.6301
O -13.62 6.88 -5.62 -0.5199
F -12.81 5.22 -8.38 -0.3079
H -12.04 5.46 -5.59 0.2556
H -13.62 4.90 -6.17 0.2152
H -11.52 6.48 -7.62 0.1541
C -15.00 10.15 -4.75 -0.1563
C -14.56 9.11 -3.76 0.4305
O -14.79 9.85 -2.56 -0.5544
C -15.82 10.70 -2.71 1.0439
O -16.42 11.24 -1.79 -0.5464
O -16.04 10.82 -4.01 -0.4636
F -13.31 8.71 -4.05 -0.3162
H -15.35 9.72 -5.69 0.2928
H -14.24 10.90 -4.96 0.1893
H -15.16 8.20 -3.78 0.1977
```

Calculated values
DFT total energy: -1618.13214 Eh
Kohn-Sham gap: 9.303 eV

Among the records above, which one has the highest DFT total energy?
C9H14Si